Below is a structure of composition C44H34BrClIN4O11, with properties calculated with ωB97M-V/def2-TZVPD.

```
96
Properties=species:S:1:pos:R:3:forces:R:3:lowdin_charge:R:1
N -3.9633 0.6073 0.2924 0.7064 1.0569 -1.9585 0.098
C -2.9032 1.5618 -0.3022 -2.4440 0.4708 1.1846 -0.385
C -3.5285 3.0621 -0.1307 -2.0976 5.1600 0.2348 -0.063
C -4.6832 3.6114 -1.1413 1.6010 1.5093 2.7851 0.001
C -5.2788 5.0858 -0.9378 0.5172 -0.6960 0.1727 -0.096
N -4.9527 6.1694 0.0302 3.4027 -7.4475 -0.2438 0.021
C -3.8990 5.6180 0.9263 0.0716 -0.6540 -0.3184 -0.100
C -3.1692 4.1913 0.9783 -2.1181 -0.1250 -2.8624 -0.006
O -2.8802 1.2553 -1.7333 2.7601 0.9014 0.2499 -0.208
C -1.6818 1.6623 -2.4347 -1.1569 0.3895 -0.6218 -1.059
Cl -2.2577 2.7618 -3.8628 -0.0146 -1.8968 0.7744 0.477
I -0.7193 -0.0798 -3.4459 -0.7335 1.0402 0.4374 1.031
C -0.5563 2.5105 -1.6419 1.1944 0.4034 -2.3229 -0.605
Br -0.7910 4.4676 -2.0835 0.9783 -0.7847 1.4026 0.707
N -0.5052 2.3652 -0.1452 1.3634 -0.8002 0.5814 0.037
C -1.4442 1.3010 0.3723 -1.4110 -2.5834 0.8173 -0.154
C -1.4150 1.1295 2.0012 1.5145 1.4640 4.4402 -0.058
C -0.4835 2.2141 2.8732 -3.3867 -4.6412 2.3675 0.022
C -0.5651 1.8952 4.5041 -0.8563 -0.8196 -1.4820 -0.017
C -1.4151 0.7003 5.2059 0.4693 1.0564 -4.6454 -0.067
N -2.1817 -0.2589 4.3642 2.9787 4.5025 -2.2860 -0.002
C -2.1504 -0.0170 2.8957 0.7512 1.0428 -0.0936 -0.058
H -4.9276 1.0182 0.1076 1.7632 -0.4745 0.3456 0.112
H -3.9216 -0.2503 -0.3072 -0.0092 0.8241 0.7219 0.105
H -5.0763 2.9235 -2.0129 0.8379 1.7097 1.9490 0.112
H -6.1498 5.3861 -1.7008 2.1996 -0.7634 1.8481 0.121
H -3.5398 6.3968 1.7602 -0.8885 -1.9730 -2.0273 0.119
H -2.3726 3.9565 1.8092 -1.8591 0.7031 -1.6712 0.084
H 0.5053 2.1977 -2.0908 -2.5412 0.7361 1.0971 0.128
H -0.6093 3.3070 0.2939 -0.3007 -0.5658 -0.1610 0.101
H 0.4792 2.0416 0.0964 -1.1997 0.3932 -0.1584 0.183
H -1.0441 0.2675 -0.0730 -0.8300 2.2709 0.7540 0.181
H 0.1336 3.0825 2.3906 -1.1527 -1.7117 1.3121 0.062
H 0.0494 2.6128 5.2248 -1.4731 -1.7136 -1.7615 0.099
H -1.4328 0.5763 6.3829 0.1142 0.3415 -2.8166 0.105
H -2.7870 -0.7988 2.2517 1.5439 1.9612 1.8098 0.112
C 4.4043 5.6915 0.0263 -0.1268 -0.5059 0.1354 0.038
C 3.4348 4.9293 0.5415 0.2779 0.0569 -0.1445 0.020
C 2.1244 5.5011 0.9089 0.0217 0.0571 0.0217 -0.380
O 1.2372 4.8046 1.3824 -0.1070 -0.1703 -0.2349 0.033
C 1.9264 6.9468 0.6837 0.0758 0.2638 -0.0727 0.025
C 2.8959 7.7090 0.1685 -0.4714 -0.0307 0.1704 0.039
C 4.2063 7.1372 -0.1990 0.8985 0.7724 -0.4694 -0.369
O 5.0936 7.8337 -0.6724 -0.8086 -0.6637 0.4247 0.130
H 5.3714 5.2881 -0.2479 -0.0118 0.0417 0.0012 0.130
H 3.5643 3.8672 0.7121 0.0108 0.0133 0.0288 0.120
H 0.9593 7.3502 0.9579 0.0143 -0.0256 0.0101 0.125
H 2.7665 8.7711 -0.0021 0.0346 -0.0381 -0.0041 0.131
C -2.2730 -1.8422 7.9194 -0.2493 -0.3386 -0.1591 0.020
C -2.9441 -2.9956 7.8447 0.1613 0.4516 -0.2807 0.031
C -3.0463 -3.8991 9.0076 -0.5132 -0.9193 0.0145 -0.380
O -3.6588 -4.9559 8.9395 0.4590 0.8017 0.0163 0.108
C -2.3799 -3.4782 10.2560 0.2678 0.3210 0.2495 0.026
C -1.7088 -2.3248 10.3307 -0.1422 -0.3739 0.1873 0.023
C -1.6066 -1.4212 9.1677 0.3689 0.6136 0.1028 -0.382
O -0.9942 -0.3644 9.2358 -0.3443 -0.5302 -0.1752 0.089
H -2.1877 -1.1683 7.0756 -0.0732 -0.1492 0.0260 0.073
H -3.4390 -3.3181 6.9364 0.0057 -0.0088 0.0424 0.125
H -2.4652 -4.1520 11.0997 -0.0190 -0.0036 -0.0457 0.126
H -1.2139 -2.0023 11.2389 -0.0094 0.0210 -0.0504 0.124
C 2.3561 -2.3253 0.9493 0.1213 -0.3024 0.1859 0.028
C 2.4368 -3.6581 0.8901 0.1111 0.3374 0.3297 0.040
C 1.9740 -4.4015 -0.2984 0.0384 -0.5968 -0.0124 -0.334
O 2.0456 -5.6215 -0.3526 0.1363 1.1554 0.6664 0.097
C 1.4206 -3.6154 -1.4188 -0.1677 0.4742 -0.0527 0.054
C 1.3399 -2.2826 -1.3597 0.1391 -0.3127 0.0797 -0.007
C 1.8026 -1.5392 -0.1712 -0.0557 0.0417 -0.2109 -0.382
O 1.7310 -0.3192 -0.1170 -0.2232 0.1549 0.0801 0.046
H 2.6903 -1.7646 1.8137 -0.0067 0.0006 -0.0147 0.124
H 2.8409 -4.2489 1.7033 -0.0114 0.0103 -0.0222 0.129
H 1.0864 -4.1760 -2.2833 0.0772 0.0464 0.0813 0.079
H 0.9358 -1.6918 -2.1729 0.2025 -0.1810 0.2034 -0.024
C 4.4334 -0.4925 -7.4086 -0.1588 -0.4370 0.1556 0.029
C 3.4639 -1.2548 -6.8934 0.3854 0.0350 -0.1568 0.024
C 2.1535 -0.6829 -6.5259 -0.4521 -0.3936 0.2085 -0.390
O 1.2663 -1.3794 -6.0525 0.3858 0.3722 -0.0648 0.042
C 1.9555 0.7627 -6.7512 0.1753 0.3966 -0.1136 0.013
C 2.9250 1.5250 -7.2664 -0.4882 -0.0173 0.2021 0.027
C 4.2354 0.9531 -7.6338 0.8376 0.5811 -0.4587 -0.379
O 5.1227 1.6497 -8.1073 -0.7143 -0.5262 0.3996 0.113
H 5.4005 -0.8959 -7.6828 -0.0178 0.0455 -0.0093 0.127
H 3.5934 -2.3168 -6.7228 -0.0424 0.0307 0.0006 0.124
H 0.9884 1.1661 -6.4769 -0.0136 -0.0315 -0.0148 0.109
H 2.7956 2.5870 -7.4370 0.0391 -0.0327 -0.0258 0.125
C 1.3892 -7.2230 -2.6704 0.1266 -0.3900 0.0369 0.031
C 1.4699 -8.5558 -2.7295 -0.0022 0.3810 0.0749 0.037
C 1.0071 -9.2992 -3.9180 0.1121 -1.0994 0.0838 -0.379
O 1.0787 -10.5192 -3.9722 -0.0743 0.9215 -0.0115 0.112
C 0.4537 -8.5131 -5.0385 -0.1356 0.4474 -0.2293 0.030
C 0.3730 -7.1803 -4.9793 -0.0852 -0.2646 -0.2501 0.024
C 0.8357 -6.4369 -3.7908 -0.0004 -0.0016 -0.0186 -0.350
O 0.7641 -5.2169 -3.7366 -0.1460 -0.5467 -0.4771 0.063
H 1.7234 -6.6624 -1.8059 -0.1208 -0.2226 -0.3133 0.073
H 1.8740 -9.1466 -1.9163 -0.0132 -0.0052 -0.0402 0.127
H 0.1195 -9.0737 -5.9029 0.0154 -0.0125 0.0357 0.126
H -0.0311 -6.5895 -5.7925 0.0118 -0.0006 0.0231 0.122
```
Positions in Å, forces in eV/Å.

Computed properties:
Kohn-Sham gap: 7.4282 eV
LUMO energy: -4.20 eV
charge: +1
energy: -165301.145 eV